# C5H11NO

A 2-piece molecular cluster, C5H11NO overall in a non-equilibrium geometry (ωB97M-V with the def2-TZVPD basis set, the Open Molecules 2025 dataset).

The geometry in ORCA input format:
```
! RIJCOSX wB97M-V def2-TZVPD def2/J DEFGRID3
* xyz 0 1
C -2.68 -1.81 0.29
C -1.76 -1.35 -0.58
C -0.51 -0.63 -0.26
C 0.06 -0.57 0.94
C 1.27 0.18 1.47
N 2.15 0.81 0.49
H -3.70 -2.00 0.00
H -2.37 -2.25 1.24
H -2.15 -0.98 -1.52
H -0.41 0.24 -0.89
H -0.54 -0.92 1.79
H 1.87 -0.52 2.14
H 0.77 0.77 2.23
H 2.43 0.07 -0.16
H 3.00 1.00 1.00
O 1.09 2.91 -2.97
H 1.21 2.60 -2.06
H 0.27 2.43 -3.16
*
```

Summary:
SMILES string = C=C/C=C/CN.O
ΔE to the lowest compared entry with this formula, charge and spin = 3.395 eV
frontier orbital gap = 9.1 eV
DFT total energy = -8898.302 eV

=====

# C18H48B2F8O18PtS6

C18H48B2F8O18PtS6 as an isolated structure in a non-equilibrium geometry (ωB97M-V with the def2-TZVPD basis set, the Open Molecules 2025 dataset).

The geometry in ORCA input format:
```
! RIJCOSX wB97M-V def2-TZVPD def2/J DEFGRID3
* xyz 0 3
Pt -0.33 -0.72 -0.63
B -0.72 -0.10 2.02
F -1.10 -1.32 1.44
F 0.19 0.42 1.20
F -1.86 0.68 1.99
F -0.12 -0.30 3.23
B 0.27 -1.58 -3.53
F 1.28 -1.95 -2.59
F -0.37 -0.50 -2.87
F 0.87 -0.96 -4.63
F -0.59 -2.59 -3.92
O -4.22 -2.84 0.12
S -3.89 -1.48 -0.25
O -2.54 -0.98 -0.59
O -4.82 -1.16 -1.59
C -4.50 -1.91 -2.79
C -4.69 -1.03 -4.01
C -4.87 -0.36 0.95
H -5.23 -2.72 -2.83
H -3.49 -2.30 -2.79
H -4.01 -0.19 -3.87
H -5.62 -0.46 -3.98
H -4.59 -1.59 -4.94
H -4.21 -0.19 1.80
H -5.69 -1.02 1.25
H -5.18 0.59 0.51
O 1.35 -1.73 0.46
S 2.09 -2.69 1.27
O 1.58 -4.08 1.43
O 3.58 -2.80 0.56
C 4.09 -1.59 -0.10
C 5.64 -1.72 -0.11
C 2.62 -1.98 2.89
H 3.68 -0.68 0.35
H 3.67 -1.56 -1.10
H 6.02 -0.97 -0.79
H 5.87 -2.73 -0.42
H 6.13 -1.56 0.85
H 3.20 -1.08 2.69
H 3.22 -2.83 3.22
H 1.84 -1.85 3.64
O 3.84 1.81 -0.91
S 2.48 1.66 -1.46
O 1.62 0.53 -1.09
O 1.65 3.11 -1.26
C 2.30 4.33 -1.51
C 1.23 5.47 -1.58
C 2.66 1.69 -3.29
H 2.71 4.28 -2.52
H 3.02 4.70 -0.77
H 0.62 5.24 -2.45
H 1.46 6.54 -1.63
H 0.60 5.22 -0.72
H 3.20 0.75 -3.41
H 3.26 2.52 -3.64
H 1.67 1.69 -3.75
O -3.30 2.73 -0.66
S -1.84 2.71 -0.72
O -1.08 1.46 -0.78
O -1.39 3.79 -1.91
C -1.84 3.56 -3.17
C -1.45 2.27 -3.88
C -1.15 3.72 0.66
H -1.68 4.47 -3.75
H -2.93 3.59 -3.13
H -0.41 1.99 -3.66
H -1.58 2.53 -4.93
H -2.15 1.53 -3.49
H -1.51 4.72 0.44
H -0.07 3.62 0.62
H -1.66 3.40 1.58
O -2.14 -4.53 -2.37
S -1.05 -4.31 -1.40
O -0.63 -2.97 -0.98
O -1.41 -5.12 0.02
C -1.96 -6.46 -0.07
C -1.28 -7.40 0.89
C 0.47 -5.16 -1.84
H -1.82 -6.64 -1.14
H -3.03 -6.64 0.02
H -0.19 -7.38 0.78
H -1.49 -8.44 0.67
H -1.33 -7.17 1.96
H 0.99 -4.60 -2.62
H 0.33 -6.20 -2.11
H 1.19 -5.15 -1.02
O 3.40 3.67 4.63
S 2.58 2.48 4.61
O 3.11 1.15 4.49
O 1.53 2.54 5.93
C 0.86 3.78 6.24
C 0.79 3.99 7.80
C 1.35 2.66 3.26
H -0.13 3.79 5.80
H 1.45 4.63 5.89
H 1.75 4.05 8.30
H 0.21 3.23 8.35
H 0.38 4.98 7.98
H 1.16 3.70 3.01
H 0.51 2.20 3.77
H 1.59 2.10 2.35
*
```

Summary:
ΔE to the lowest compared entry with this formula, charge and spin = 3.825 eV
frontier orbital gap (spin up / spin down) = 10.2 / 8.4 eV
DFT total energy = -147653.183 eV

=====

# C5H12NS

An isolated ion of composition C5H12NS and charge -1 in a non-equilibrium geometry (ωB97M-V with the def2-TZVPD basis set, the Open Molecules 2025 dataset).

The geometry in ORCA input format:
```
! RIJCOSX wB97M-V def2-TZVPD def2/J DEFGRID3
* xyz -1 1
C 2.23 1.02 -0.42
N 1.50 1.22 0.82
C 2.57 1.35 1.76
C 0.46 0.15 1.00
C -0.17 -0.57 -0.18
C -1.70 -0.95 0.00
S -2.72 -1.17 -1.61
H 3.02 0.35 0.01
H 1.52 0.62 -1.23
H 2.75 1.98 -0.68
H 3.63 1.36 1.37
H 2.46 0.41 2.46
H 2.66 2.41 2.31
H -0.43 0.73 1.32
H 0.81 -0.60 1.76
H 0.47 -1.42 -0.57
H -0.41 0.19 -0.99
H -2.02 0.02 0.60
H -1.83 -1.76 0.68
*
```

Summary:
SMILES string = CN(C)CCC[S-]
ΔE to the lowest compared entry with this formula, charge and spin = 2.883 eV
frontier orbital gap = 5.9 eV
DFT total energy = -17702.908 eV

=====

# C5H9F2NO2S

C5H9F2NO2S as an isolated structure in a non-equilibrium geometry (ωB97M-V with the def2-TZVPD basis set, the Open Molecules 2025 dataset).

The geometry in ORCA input format:
```
! RIJCOSX wB97M-V def2-TZVPD def2/J DEFGRID3
* xyz 0 1
C -0.99 0.20 0.48
C -0.51 -0.86 -0.39
C 1.05 -1.15 -0.27
C 3.01 0.45 0.12
C -2.49 0.33 -0.16
H -0.77 2.19 -0.64
H -0.59 1.81 1.57
H -0.93 -0.19 1.48
H -0.87 -0.60 -1.40
H -0.90 -1.67 0.00
H 1.33 -1.05 0.73
H 0.99 -2.14 -0.71
H 2.32 1.04 0.99
H -4.00 -0.78 -0.18
N -0.38 1.48 0.26
O -3.11 -0.88 -0.06
O -2.95 1.34 -0.87
F 3.61 -0.55 0.87
F 3.94 1.34 -0.51
S 2.22 -0.29 -1.32
*
```

Summary:
ΔE to the lowest compared entry with this formula, charge and spin = 5.389 eV
frontier orbital gap = 9.2 eV
DFT total energy = -27181.425 eV

=====

# C5H9F2N

A 2-piece molecular cluster, C5H9F2N overall in a non-equilibrium geometry (ωB97M-V with the def2-TZVPD basis set, the Open Molecules 2025 dataset).

The geometry in ORCA input format:
```
! RIJCOSX wB97M-V def2-TZVPD def2/J DEFGRID3
* xyz 0 1
C 2.50 0.70 0.23
C -2.17 1.25 0.07
C -0.56 -1.85 -0.36
C -0.77 0.77 -0.34
C -0.52 -0.62 0.24
N 3.03 -0.36 -0.29
F 2.42 0.62 1.63
F -0.41 -0.55 1.58
H -3.05 0.85 -0.35
H -2.38 2.30 0.06
H -2.27 1.07 1.14
H -0.57 -2.13 -1.37
H 3.07 -0.53 -1.33
H -0.75 -2.80 0.16
H -0.07 1.48 -0.01
H -0.70 0.94 -1.40
H 3.20 -1.13 0.33
*
```

Summary:
ΔE to the lowest compared entry with this formula, charge and spin = 2.519 eV
frontier orbital gap = 10.0 eV
DFT total energy = -12252.860 eV